48
Properties=species:S:1:pos:R:3:lowdin_charge:R:1 method="wB97M-V/def2-TZVPD" e_homo_ev=-11.48 fmax_ev_per_a=3.8 orbital_gap_ev=8.7803 total_charge=+1
C -2.30 2.31 -0.01 -0.519
O -2.54 3.11 1.01 0.038
H -3.50 1.10 -2.26 0.101
O -1.88 -2.17 -3.13 0.043
H -2.10 1.94 -2.81 0.085
H -3.26 -2.48 0.56 0.096
O -3.01 2.75 -1.04 0.043
H -3.31 -4.27 0.11 0.101
H 1.33 4.84 0.14 0.111
O 2.96 1.63 2.39 0.027
C -1.88 -2.03 -1.82 -0.510
O 1.40 -1.46 -0.13 -0.054
C -1.06 -1.35 -3.94 -0.015
C 3.74 -1.74 -0.48 0.015
C 2.39 -2.20 0.01 -0.393
C 3.14 0.37 2.92 -0.027
H -1.87 -3.69 0.49 0.087
H -1.00 2.62 2.46 0.090
O -1.41 1.45 -0.09 0.014
H 3.93 -0.70 -0.22 0.090
H 2.92 -4.30 0.38 0.101
Cl -0.88 -0.98 2.05 -0.063
H 0.89 3.24 -0.44 0.099
O 1.22 1.12 1.06 0.013
C 1.96 1.95 1.57 -0.497
H 4.22 0.42 3.08 0.112
H 0.10 3.92 0.96 0.084
C -2.06 2.87 2.33 -0.016
H -1.09 -1.79 -4.94 0.107
H -0.03 -1.40 -3.61 0.099
C -3.06 2.09 -2.32 -0.008
C -2.79 -3.31 0.03 -0.031
O -1.28 -1.16 -1.17 0.012
H 2.90 -0.45 2.25 0.088
C 2.27 -3.49 0.72 0.015
H 2.64 0.39 3.88 0.120
H -3.60 2.71 -3.03 0.105
Mg -0.02 -0.12 0.05 0.454
H 1.25 -3.86 0.59 0.096
H -2.31 3.69 3.00 0.103
H 3.80 -1.78 -1.57 0.102
H -2.75 2.16 2.79 0.108
H 2.47 -3.44 1.79 0.115
H -1.39 -0.32 -4.02 0.092
H 4.56 -2.35 -0.11 0.094
C 1.06 3.84 0.46 -0.013
O 1.97 3.27 1.39 0.052
O -2.72 -2.94 -1.34 0.035

---

47
Properties=species:S:1:pos:R:3:lowdin_charge:R:1 method="wB97M-V/def2-TZVPD" e_homo_ev="-12.56 / -12.56" fmax_ev_per_a=3.2 orbital_gap_ev="7.5209 / 6.5563" total_charge=+1 spin_multiplicity=3
O -0.72 -1.63 -1.32 -0.006
Ni -1.07 0.03 -2.45 0.776
C 3.01 0.09 -2.48 -0.220
O -0.82 2.40 5.48 0.139
C -4.44 4.06 6.63 -0.069
H 0.03 1.41 3.44 0.092
H -5.10 3.21 6.43 0.081
H -1.87 -1.05 1.10 0.111
H 2.56 1.07 -2.33 0.090
H 2.51 -0.53 -1.73 0.116
H -0.66 -1.24 2.41 0.109
C 0.40 -1.50 -6.05 0.010
H 1.55 -2.61 -2.93 0.057
H 5.04 0.72 -2.98 0.090
H 0.56 -1.67 -7.10 0.109
H -0.30 -0.30 1.00 0.028
O 0.58 -0.14 -3.71 -0.011
O 0.20 -3.63 -0.89 0.090
C 1.60 -0.52 -4.28 -0.606
H -4.63 4.34 7.67 0.082
O 1.64 -1.07 -5.46 0.052
C -0.32 -2.49 -0.54 -0.572
C -0.82 -1.20 1.34 -0.019
H 1.28 -3.88 -4.08 0.087
H 0.12 -5.21 -2.15 0.136
C -3.01 3.66 6.42 -0.206
H 0.29 3.07 2.84 0.105
C 4.48 0.19 -2.20 -0.053
H 0.05 -2.38 -5.52 0.090
Cl 0.08 1.44 -1.04 0.088
C 0.13 -4.13 -2.24 -0.155
H 4.98 -0.79 -2.26 0.087
H -4.76 4.90 6.02 0.080
H 4.71 0.56 -1.21 0.091
O -0.35 -2.41 0.75 0.075
H -0.33 -0.70 -5.91 0.094
H -2.32 4.48 6.63 0.132
C -1.69 2.71 4.73 -0.620
H -0.59 1.85 1.85 0.041
H -2.75 2.81 7.05 0.126
O -2.86 3.26 5.04 0.039
O -1.65 2.60 3.40 -0.001
O 2.81 -0.40 -3.81 0.095
C 1.36 -3.69 -3.01 -0.037
H -0.77 -3.78 -2.76 0.126
H 2.27 -4.14 -2.63 0.098
C -0.39 2.22 2.85 -0.047

---

44
Properties=species:S:1:pos:R:3:lowdin_charge:R:1 method="wB97M-V/def2-TZVPD" e_homo_ev="-16.15 / -16.07" fmax_ev_per_a=4.8 orbital_gap_ev="9.4829 / 6.1800" total_charge=+2 spin_multiplicity=5
C -0.09 -1.81 -2.04 -0.209
H -2.73 1.10 1.01 0.026
Co 0.99 -0.40 0.23 0.630
N 0.10 0.50 -1.28 -0.012
C 0.50 -3.65 0.21 -0.204
H 3.07 1.80 0.50 0.063
H 0.17 3.57 -0.01 0.129
H -2.37 -0.68 2.24 0.062
H 2.96 1.78 2.31 0.079
H -0.73 -0.39 -4.33 0.125
O 2.81 -0.75 0.40 -0.178
O 4.75 -1.48 1.28 0.099
H 1.58 -3.47 0.21 0.037
C -0.58 0.25 -3.51 0.033
H 2.98 -2.52 1.42 0.124
O -1.58 -0.38 1.84 -0.113
H -3.16 2.50 1.21 0.033
O -2.91 1.93 0.53 -0.021
H 2.47 3.30 1.38 0.082
C -0.07 1.84 -1.27 -0.281
H 0.93 -2.16 -2.29 0.125
H -1.19 2.53 0.37 0.089
H -1.02 2.09 -4.51 0.137
H -2.70 -1.59 -0.11 0.059
C -0.09 2.50 0.07 -0.214
H -1.03 -0.82 1.15 -0.072
P 0.88 1.52 1.32 0.903
C -0.52 2.42 -2.43 0.036
H -0.81 1.05 2.92 0.022
H 0.81 1.32 3.66 0.069
H -0.17 2.75 3.15 0.084
C 0.08 1.70 2.94 -0.190
H -0.81 -2.33 -2.68 0.114
C -2.16 -2.55 -0.19 -0.182
H -2.37 -3.12 0.72 0.076
C 3.54 -1.62 1.07 -0.403
P -0.37 -2.18 -0.26 0.875
C -0.22 -0.32 -2.31 -0.275
H -0.74 3.48 -2.42 0.139
H 0.30 -4.50 -0.45 0.087
H 0.21 -3.92 1.23 0.081
H -2.51 -3.11 -1.07 0.088
C 2.54 2.20 1.38 -0.198
C -0.74 1.64 -3.57 0.048

---

44
Properties=species:S:1:pos:R:3:lowdin_charge:R:1 method="wB97M-V/def2-TZVPD" e_homo_ev=-15.61 fmax_ev_per_a=4.3 orbital_gap_ev=6.4016 total_charge=+2
H 1.81 -2.39 -3.47 0.101
C 0.22 2.03 -3.40 -0.016
H 2.09 1.32 0.07 0.050
H 2.54 -1.08 0.15 0.064
C 0.02 0.00 3.88 -0.685
C -0.46 -3.55 -1.12 -0.022
H -2.31 2.79 -2.88 0.111
N -0.03 0.01 5.06 0.171
C 1.26 -3.16 -2.91 -0.027
H -0.05 0.98 -3.57 0.064
H -0.30 -1.04 -3.50 0.075
H -1.34 -2.48 -3.46 0.112
H -0.90 -4.33 -1.76 0.111
C 2.26 -1.82 -0.62 -0.095
H 0.25 -4.01 -0.43 0.095
H -0.36 4.37 -0.90 0.095
N -1.90 -0.69 -0.11 -0.104
H 1.97 -3.78 -2.35 0.095
H -1.54 -1.23 -2.22 0.039
S 0.20 -0.03 2.20 0.510
H -0.60 4.59 -2.65 0.110
N 0.90 -1.54 -1.12 -0.259
H -0.20 2.62 -4.22 0.112
C -0.34 2.53 -2.07 -0.656
C 1.71 2.06 -0.66 -0.114
H 2.98 -1.72 -1.46 0.108
N 0.28 1.77 -0.97 -0.273
C -0.80 -1.76 -2.83 -0.048
H -2.12 1.23 -2.05 0.067
H -1.27 -3.10 -0.53 0.061
O -4.03 -0.95 0.96 0.121
C -0.04 4.02 -1.89 -0.023
C -1.84 2.30 -2.02 -0.057
C 0.23 -2.52 -2.00 -0.657
H 0.74 -3.80 -3.62 0.109
H 2.33 -2.83 -0.19 0.112
C -2.96 -0.94 0.40 -0.456
H 2.34 2.05 -1.57 0.107
H 1.32 2.11 -3.44 0.089
H 1.02 4.25 -2.02 0.095
H -2.29 2.75 -1.12 0.036
H 1.81 3.06 -0.18 0.110
Cs -2.66 1.97 1.78 1.029
Nb 0.08 -0.04 -0.09 1.532

---

104
Properties=species:S:1:pos:R:3:lowdin_charge:R:1 method="wB97M-V/def2-TZVPD" e_homo_ev=-7.95 fmax_ev_per_a=6.9 orbital_gap_ev=8.0852 total_charge=-1
O 4.03 -5.63 2.42 -0.245
N 1.01 -0.50 1.23 -0.341
F 0.97 1.15 -0.49 -0.179
H -0.85 -3.77 -3.79 0.115
O -2.52 3.40 -0.41 -0.302
O 2.06 -6.15 0.00 -0.233
O -7.67 -1.35 -0.44 -0.237
Li 2.57 0.30 2.25 0.606
C -5.76 1.14 4.21 -0.179
O 2.94 -3.38 2.66 -0.392
O 1.44 -3.80 0.45 -0.365
F 4.27 -4.26 0.07 -0.190
H 0.35 -0.61 -5.63 0.100
H 5.09 2.11 -0.40 0.073
H 2.07 -2.11 -6.40 0.115
O -4.06 1.44 0.97 -0.365
S 4.16 -0.93 -1.66 0.574
S -2.82 3.68 -1.78 0.515
O -6.60 0.34 1.00 -0.287
H -4.54 -0.25 2.99 0.111
F 5.53 0.53 1.49 -0.173
Li 3.66 -1.93 1.46 0.575
O -2.92 2.76 2.74 -0.409
O -5.53 -2.69 -1.64 -0.252
O 5.20 -0.09 -1.21 -0.225
H -5.50 3.95 2.22 0.120
H 2.47 4.03 -2.52 0.127
F -1.75 2.83 -2.59 -0.181
S 2.90 -4.82 2.74 0.487
O -1.22 -0.45 2.65 -0.242
F -7.68 0.89 -1.03 -0.180
F -0.12 -5.56 0.74 -0.164
S 5.69 -0.62 2.56 0.542
F 2.91 -4.94 4.35 -0.190
O -1.37 -1.06 -3.86 -0.291
S -0.24 -1.24 1.95 0.461
Li -0.95 3.17 2.75 0.807
H 1.18 3.51 -0.29 0.094
O -5.29 4.99 -3.03 -0.258
F -3.57 -1.39 -1.83 -0.215
O 4.02 -1.32 -3.03 -0.231
O 0.55 -1.35 -2.22 -0.387
N 3.61 -2.06 -0.46 -0.402
S -4.06 1.98 2.29 0.712
C 4.39 3.81 -1.50 -0.185
O -4.46 -1.73 0.36 -0.269
N -5.45 -0.10 -1.32 -0.323
S -0.07 0.71 0.60 0.535
O -2.59 5.00 -2.27 -0.242
S 1.42 -5.19 0.83 0.529
O 5.09 -1.91 5.01 -0.219
C 0.14 -3.32 -3.91 -0.209
O 3.25 -4.06 -2.05 -0.236
H -6.53 0.59 3.66 0.112
C -5.94 2.64 3.99 -0.208
F 0.58 -1.87 3.15 -0.156
O 6.58 -0.07 3.52 -0.207
C 0.68 -3.34 -5.32 -0.212
S -0.08 -1.56 -3.51 0.722
O -1.14 0.29 -0.23 -0.191
H 4.47 4.90 -1.50 0.120
O 3.54 4.41 1.79 -0.294
N -4.13 2.75 -2.34 -0.317
H 2.74 2.43 -2.05 0.106
H -6.91 3.07 4.20 0.123
C 4.78 3.13 -0.19 -0.196
H 2.66 -2.46 -4.81 0.099
H 5.59 3.61 0.36 0.113
C -5.56 2.92 2.55 -0.218
Li 1.66 -1.75 -0.42 0.598
F 2.84 -0.05 -1.49 -0.229
S 4.19 -3.34 -1.24 0.482
C 1.03 -0.96 -4.86 -0.180
C -4.44 0.71 3.51 -0.189
H -5.69 0.90 5.26 0.115
O 6.02 -1.79 1.82 -0.234
N 4.02 -0.69 2.95 -0.432
H -3.51 0.51 4.05 0.102
H 2.17 4.86 -0.29 0.115
O -0.67 -2.33 1.17 -0.205
H 1.81 -0.31 -4.47 0.091
H 1.20 -4.28 -5.50 0.122
C 2.91 3.46 -1.70 -0.212
S -4.94 -1.57 -0.98 0.448
S -5.23 3.89 -2.13 0.459
H -6.27 2.43 1.87 0.097
F -6.43 3.00 -2.71 -0.193
S 3.35 3.27 0.92 0.725
H 0.79 -3.77 -3.16 0.099
H -0.14 -3.16 -6.00 0.122
O 4.28 0.42 5.14 -0.264
S 4.24 -0.87 4.53 0.461
O -0.21 1.88 1.43 -0.346
H 5.05 3.47 -2.30 0.121
H -5.14 3.10 4.60 0.117
O 3.01 1.98 1.50 -0.410
C 1.75 -2.23 -5.36 -0.210
Li -4.00 1.24 -1.01 0.616
O -5.63 4.10 -0.77 -0.282
N 1.49 -5.48 2.48 -0.232
S -6.81 -0.23 -0.29 0.545
C 2.23 3.77 -0.39 -0.225
O 5.58 -3.38 -1.59 -0.227
F 2.81 -1.40 4.95 -0.160